Run one
A single C2H3N3 molecule, computed with ωB97M-V/def2-TZVPD.

The geometry in XYZ format:
```
8
C2H3N3 (ωB97M-V/def2-TZVPD)
H 2.385 -0.390 0.192
N 1.813 0.447 0.243
C 0.643 0.340 -0.124
C -0.534 -0.453 -0.522
N -1.467 0.060 0.435
N -0.581 1.021 -0.216
H -0.847 -0.859 -1.466
H -1.412 -0.166 1.458
```

Calculated values
- LUMO: 0.97 eV
- 2S+1: 1
- Orbital gap: 11.0 eV
- Molar mass: 69.07 Da
- E_HOMO: -10.00 eV
- Net charge: 0


Run two
A single C2H3N3 molecule, computed with ωB97M-V/def2-TZVPD.

The geometry in XYZ format:
```
8
C2H3N3 (ωB97M-V/def2-TZVPD)
C -0.526 -0.671 -0.029
C -0.433 0.697 0.035
N 0.807 1.060 0.001
N 1.475 -0.084 -0.018
N 0.677 -1.202 0.056
H -1.376 -1.250 -0.053
H -1.058 1.555 0.104
H 2.489 -0.073 -0.202
```

Calculated values
- LUMO: 1.20 eV
- 2S+1: 1
- Orbital gap: 11.5 eV
- Molar mass: 69.07 Da
- E_HOMO: -10.27 eV
- Net charge: 0


Run three
A single C2H3N3 molecule, computed with ωB97M-V/def2-TZVPD.

The geometry in XYZ format:
```
8
C2H3N3 (ωB97M-V/def2-TZVPD)
C 1.153 -0.025 -0.019
N 0.295 0.908 0.205
C -0.943 0.201 0.008
N -0.663 -1.188 -0.092
N 0.600 -1.310 -0.139
H 2.209 0.151 -0.162
H -0.803 0.718 -0.978
H -1.895 0.506 0.444
```

Calculated values
- LUMO: -0.10 eV
- 2S+1: 1
- Orbital gap: 10.4 eV
- Molar mass: 69.07 Da
- E_HOMO: -10.48 eV
- Net charge: 0


Run four
A single C2H3N3 molecule, computed with ωB97M-V/def2-TZVPD.

The geometry in XYZ format:
```
8
C2H3N3 (ωB97M-V/def2-TZVPD)
C 1.078 -0.096 -0.158
C -0.138 -0.399 -0.630
N -1.018 0.143 0.300
N -0.302 0.820 1.212
N 0.933 0.665 0.951
H 1.992 -0.300 -0.588
H -0.502 -0.931 -1.468
H -2.043 0.098 0.380
```

Calculated values
- LUMO: 0.89 eV
- 2S+1: 1
- Orbital gap: 11.0 eV
- Molar mass: 69.07 Da
- E_HOMO: -10.09 eV
- Net charge: 0


Which of them is most stable, and which least? Most stable: run four; least stable: run one.


Run one
A 2-piece molecular cluster, C5H12NO2 overall, computed with ωB97M-V/def2-TZVPD.

The geometry in XYZ format:
```
20
C5H12NO2 (ωB97M-V/def2-TZVPD)
C -1.775 0.465 -0.708
O -1.560 -0.638 -1.552
C -0.630 0.577 0.334
C -0.021 -0.759 0.758
C 1.040 -1.236 -0.210
C 2.057 -0.147 -0.535
O 2.666 0.388 0.519
N -1.183 1.347 1.540
H -1.906 1.416 -1.258
H -2.746 0.342 -0.106
H 0.158 1.220 -0.071
H -0.807 -1.530 0.803
H 0.399 -0.581 1.769
H 0.490 -1.556 -1.137
H 1.639 -2.113 0.056
H 0.303 0.302 -1.846
H 2.702 -0.638 -1.356
H 1.516 0.771 -1.205
H -1.847 0.740 2.019
H -0.496 1.631 2.187
```

Calculated values
- LUMO: 2.81 eV
- 2S+1: 1
- Orbital gap: 6.6 eV
- Molar mass: 118.16 Da
- E_HOMO: -3.81 eV
- Net charge: -1


Run two
An isolated ion of composition C5H12NO2 and charge -1, computed with ωB97M-V/def2-TZVPD.

The geometry in XYZ format:
```
20
C5H12NO2 (ωB97M-V/def2-TZVPD)
C -0.107 2.459 -0.045
N 0.083 1.067 -0.498
C 0.041 0.050 0.554
C 1.146 0.309 1.737
O 0.592 0.780 2.850
C 0.069 -1.344 -0.046
C -0.946 -1.535 -1.181
O -0.698 -2.853 -1.734
H 0.757 2.824 0.530
H -0.330 2.997 -0.969
H -0.934 2.456 0.657
H 0.856 0.970 -1.141
H -0.823 0.218 1.211
H 1.644 -0.691 1.944
H 1.789 1.062 1.207
H 1.062 -1.659 -0.356
H -0.295 -2.084 0.696
H -1.989 -1.298 -0.953
H -0.647 -0.804 -1.948
H -1.271 -2.924 -2.515
```

Calculated values
- LUMO: 3.28 eV
- 2S+1: 1
- Orbital gap: 5.4 eV
- Molar mass: 118.16 Da
- E_HOMO: -2.14 eV
- Net charge: -1


Run three
C5H12NO2 as an isolated structure, computed with ωB97M-V/def2-TZVPD.

The geometry in XYZ format:
```
20
C5H12NO2 (ωB97M-V/def2-TZVPD)
C 0.310 -0.694 -1.202
C -0.044 -0.240 0.245
C -1.349 -0.592 0.671
C -1.877 -2.042 1.056
O -2.993 -1.826 1.703
N 0.303 1.097 0.382
C 2.191 2.241 -0.594
O 2.934 1.111 -0.693
H 0.564 -1.792 -1.562
H 1.297 -0.219 -1.382
H -0.349 -0.159 -1.814
H 0.729 -0.790 0.944
H -2.180 0.088 0.157
H -1.574 -0.036 1.567
H -1.932 -2.595 0.091
H -1.037 -2.530 1.713
H -0.497 1.622 0.089
H 1.792 2.722 -1.498
H 2.293 3.111 0.161
H 1.420 1.522 -0.033
```

Calculated values
- LUMO: 1.83 eV
- 2S+1: 1
- Orbital gap: 4.5 eV
- Molar mass: 118.16 Da
- E_HOMO: -2.63 eV
- Net charge: -1


Run four
An isolated ion of composition C5H12NO2 and charge -1, computed with ωB97M-V/def2-TZVPD.

The geometry in XYZ format:
```
20
C5H12NO2 (ωB97M-V/def2-TZVPD)
C -0.721 -0.343 -2.738
N -0.861 0.455 -1.347
C -0.059 -0.072 -0.307
C -0.608 -1.565 0.231
O -1.271 -2.178 -0.760
C 0.127 0.958 0.907
C 1.611 0.852 1.402
O 1.637 1.855 2.392
H -0.393 0.378 -3.471
H 0.058 -1.185 -2.523
H -1.727 -0.970 -2.846
H -1.820 0.381 -1.021
H 0.926 -0.100 -0.683
H 0.030 -2.320 0.602
H -1.399 -1.298 1.018
H 0.014 2.021 0.553
H -0.514 0.844 1.845
H 1.996 -0.011 1.949
H 2.249 1.256 0.599
H 1.581 1.423 3.371
```

Calculated values
- LUMO: 3.32 eV
- 2S+1: 1
- Orbital gap: 5.4 eV
- Molar mass: 118.16 Da
- E_HOMO: -2.06 eV
- Net charge: -1


Which of them is most stable, and which least? Most stable: run two; least stable: run three.


Run one
A 2-piece molecular cluster, C5H12NO2 overall, computed with ωB97M-V/def2-TZVPD.

The geometry in XYZ format:
```
20
C5H12NO2 (ωB97M-V/def2-TZVPD)
C 0.930 -0.081 -0.863
O 1.068 0.798 0.192
C 0.893 -1.556 -0.404
C 2.169 -1.953 0.336
H 1.759 0.011 -1.599
H 0.034 0.110 -1.507
H 0.759 -2.223 -1.275
H -0.002 -1.705 0.263
H 2.063 -2.992 0.731
H 2.371 -1.242 1.163
H 3.055 -1.905 -0.331
C -1.787 2.066 -0.497
C -2.169 1.165 0.654
N -1.112 0.816 1.439
O -3.348 0.812 0.822
H -2.149 3.088 -0.307
H -2.311 1.690 -1.406
H -0.734 2.075 -0.621
H -1.385 0.255 2.253
H -0.104 0.771 0.956
```

Calculated values
- LUMO: 4.16 eV
- 2S+1: 1
- Orbital gap: 8.0 eV
- Molar mass: 118.16 Da
- E_HOMO: -3.88 eV
- Net charge: -1


Run two
A 2-piece molecular cluster, C5H12NO2 overall, computed with ωB97M-V/def2-TZVPD.

The geometry in XYZ format:
```
20
C5H12NO2 (ωB97M-V/def2-TZVPD)
C 0.927 1.262 -1.121
O 0.750 1.525 -2.335
C 0.653 -0.084 -0.526
C -0.470 0.893 -0.018
C -1.697 1.046 -1.062
C -0.872 -2.302 1.645
O -0.269 -1.321 2.365
N 1.559 -0.325 0.569
H 1.683 1.771 -0.511
H -0.423 1.835 0.524
H 0.268 -0.898 -1.122
H -2.466 0.330 -0.785
H -0.974 0.273 0.755
H -2.050 2.085 -1.068
H -1.224 0.955 -2.034
H -0.620 -2.326 0.552
H -2.001 -2.151 1.749
H -0.752 -3.345 2.000
H 2.043 -1.209 0.487
H 0.977 -0.448 1.440
```

Calculated values
- LUMO: 3.90 eV
- 2S+1: 1
- Orbital gap: 6.9 eV
- Molar mass: 118.16 Da
- E_HOMO: -3.01 eV
- Net charge: -1


Run three
An isolated ion of composition C5H12NO2 and charge -1, computed with ωB97M-V/def2-TZVPD.

The geometry in XYZ format:
```
20
C5H12NO2 (ωB97M-V/def2-TZVPD)
C 0.276 1.591 -1.028
C -0.111 0.318 -0.255
C 0.962 -0.028 0.774
C 2.306 -0.678 -0.172
O 3.140 -1.471 0.437
N -1.479 0.546 0.341
C -2.338 -0.605 0.203
O -1.996 -1.701 1.062
H 0.721 1.303 -1.973
H -0.653 2.120 -1.282
H 0.843 2.314 -0.440
H -0.193 -0.521 -0.957
H 1.348 0.946 1.098
H 0.729 -0.781 1.535
H 2.780 0.297 -0.427
H 1.659 -1.175 -0.938
H -1.348 0.666 1.342
H -2.269 -0.916 -0.841
H -3.328 -0.322 0.547
H -1.049 -1.905 0.973
```

Calculated values
- LUMO: 3.73 eV
- 2S+1: 1
- Orbital gap: 6.1 eV
- Molar mass: 118.16 Da
- E_HOMO: -2.41 eV
- Net charge: -1


Which of them is most stable, and which least? Most stable: run one; least stable: run two.


Run one
A single C6H14 molecule, computed with ωB97M-V/def2-TZVPD.

The geometry in XYZ format:
```
20
C6H14 (ωB97M-V/def2-TZVPD)
C -0.719 -1.458 2.085
C -0.165 -0.185 1.405
C 0.190 -0.104 -0.102
C -0.591 -1.025 -1.002
C 0.200 1.382 -0.503
C 1.022 1.613 -1.764
H 0.072 -2.206 2.179
H -1.058 -1.234 3.110
H -1.574 -1.927 1.579
H -0.708 0.682 1.791
H 0.868 -0.045 1.632
H 1.244 -0.434 -0.191
H -0.110 -1.021 -1.981
H -0.537 -2.039 -0.585
H -1.641 -0.730 -1.074
H 0.626 1.994 0.311
H -0.828 1.746 -0.635
H 0.610 1.043 -2.603
H 1.041 2.669 -2.042
H 2.057 1.279 -1.611
```

Calculated values
- LUMO: 1.19 eV
- 2S+1: 1
- Orbital gap: 11.5 eV
- Molar mass: 86.18 Da
- E_HOMO: -10.35 eV
- Net charge: 0


Run two
A 2-piece molecular cluster, C6H14 overall, computed with ωB97M-V/def2-TZVPD.

The geometry in XYZ format:
```
20
C6H14 (ωB97M-V/def2-TZVPD)
C 1.415 -1.230 0.322
C 1.182 0.077 0.152
C 0.153 0.721 -0.751
C -0.851 -0.241 -1.393
C 0.866 1.534 -1.833
H 2.183 -1.568 1.012
H 0.861 -1.998 -0.208
H 1.787 0.775 0.733
H -0.425 1.420 -0.132
H -1.428 -0.773 -0.629
H -1.565 0.307 -2.017
H -0.356 -0.983 -2.029
H 1.524 0.902 -2.439
H 1.478 2.326 -1.386
H 0.144 2.013 -2.503
C -1.394 -0.657 2.621
H -1.045 0.282 2.186
H -1.427 -1.429 1.849
H -0.709 -0.965 3.414
H -2.394 -0.512 3.033
```

Calculated values
- LUMO: 1.09 eV
- 2S+1: 1
- Orbital gap: 10.7 eV
- Molar mass: 86.18 Da
- E_HOMO: -9.59 eV
- Net charge: 0


Which of them is most stable, and which least? Most stable: run one; least stable: run two.


Run one
A 2-piece molecular cluster, C6H14 overall, computed with ωB97M-V/def2-TZVPD.

The geometry in XYZ format:
```
20
C6H14 (ωB97M-V/def2-TZVPD)
C -0.010 -0.445 2.843
C -0.452 -0.115 1.531
C 0.549 0.052 0.408
C 0.015 0.601 -0.921
C 1.194 0.926 -1.841
C -0.966 -0.335 -1.630
H 0.967 -0.895 2.982
H -0.762 -1.303 1.919
H -0.642 -0.253 3.701
H -1.251 -1.415 0.875
H -1.359 0.485 1.462
H 1.087 -0.891 0.252
H 1.283 0.763 0.815
H -0.509 1.545 -0.701
H 0.847 1.364 -2.783
H 1.890 1.633 -1.375
H 1.755 0.015 -2.086
H -1.257 0.086 -2.600
H -0.506 -1.314 -1.809
H -1.873 -0.503 -1.042
```

Calculated values
- LUMO: 0.96 eV
- 2S+1: 1
- Orbital gap: 8.1 eV
- Molar mass: 86.18 Da
- E_HOMO: -7.09 eV
- Net charge: 0


Run two
C6H14 as an isolated structure, computed with ωB97M-V/def2-TZVPD.

The geometry in XYZ format:
```
20
C6H14 (ωB97M-V/def2-TZVPD)
C -0.734 2.233 -1.187
C 0.317 1.331 -0.596
C 0.032 0.064 -0.014
C -1.299 -0.584 -0.281
C 1.216 -0.848 0.244
C 0.977 -2.047 1.154
H -1.520 2.499 -0.462
H -0.274 3.172 -1.507
H -1.237 1.802 -2.064
H 1.362 1.624 -0.647
H 0.030 1.119 0.769
H -0.334 0.369 1.675
H -1.534 -1.349 0.462
H -2.108 0.148 -0.301
H -1.233 -1.047 -1.276
H 2.040 -0.237 0.627
H 1.525 -1.187 -0.755
H 0.279 -2.763 0.709
H 1.920 -2.574 1.331
H 0.574 -1.725 2.118
```

Calculated values
- LUMO: 1.11 eV
- 2S+1: 1
- Orbital gap: 8.0 eV
- Molar mass: 86.18 Da
- E_HOMO: -6.90 eV
- Net charge: 0


Which of them is most stable, and which least? Most stable: run two; least stable: run one.


Run one
C6H14 as an isolated structure, computed with ωB97M-V/def2-TZVPD.

The geometry in XYZ format:
```
20
C6H14 (ωB97M-V/def2-TZVPD)
C 2.611 0.069 -0.370
C 1.280 -0.635 -0.336
C 0.096 -0.025 -0.205
C -0.031 1.473 -0.198
C -1.187 -0.838 -0.213
C -2.467 -0.268 0.414
H 2.826 0.659 0.537
H 3.424 -0.652 -0.481
H 2.664 0.758 -1.219
H 1.283 -1.726 -0.357
H 0.579 -0.292 1.484
H 0.059 0.038 1.960
H -0.881 1.860 0.378
H 0.872 1.979 0.156
H -0.185 1.740 -1.247
H -0.991 -1.830 0.215
H -1.362 -0.989 -1.281
H -2.783 0.665 -0.067
H -3.284 -0.988 0.279
H -2.367 -0.080 1.489
```

Calculated values
- LUMO: 1.16 eV
- 2S+1: 1
- Orbital gap: 9.4 eV
- Molar mass: 86.18 Da
- E_HOMO: -8.27 eV
- Net charge: 0


Run two
A 2-piece molecular cluster, C6H14 overall, computed with ωB97M-V/def2-TZVPD.

The geometry in XYZ format:
```
20
C6H14 (ωB97M-V/def2-TZVPD)
C -1.653 1.093 -0.268
C -0.680 0.183 -0.239
C -0.931 -1.250 -0.637
C 0.746 0.593 0.089
C 1.475 -0.327 1.077
C 1.530 0.705 -1.224
H -1.468 2.132 -0.001
H -2.668 0.836 -0.563
H -0.536 -1.451 -1.641
H -2.002 -1.475 -0.648
H -0.447 -1.956 0.047
H 0.697 1.591 0.544
H 1.613 -1.336 0.671
H 0.944 -0.415 2.032
H 2.473 0.074 1.286
H 0.997 1.357 -1.923
H 2.533 1.111 -1.059
H 1.638 -0.280 -1.695
H -2.392 -0.408 1.889
H -1.869 -0.776 2.265
```

Calculated values
- LUMO: 1.15 eV
- 2S+1: 1
- Orbital gap: 10.4 eV
- Molar mass: 86.18 Da
- E_HOMO: -9.20 eV
- Net charge: 0


Run three
A 2-piece molecular cluster, C6H14 overall, computed with ωB97M-V/def2-TZVPD.

The geometry in XYZ format:
```
20
C6H14 (ωB97M-V/def2-TZVPD)
C 1.101 -0.342 -2.776
C 0.126 0.083 -1.953
C -1.027 -0.833 -1.634
H 2.091 0.079 -2.625
H 0.912 -1.122 -3.503
H 0.094 1.141 -1.722
H -0.969 -1.775 -2.181
H -1.079 -1.120 -0.594
H -1.902 -0.280 -1.996
C 0.648 -0.741 1.444
C 0.294 0.471 2.309
C -0.673 1.399 1.565
H -0.229 -1.306 1.140
H 1.172 -1.530 2.002
H 1.358 -0.434 0.691
H 1.144 1.087 2.587
H -0.309 0.057 3.119
H -0.691 2.374 2.070
H -0.371 1.768 0.577
H -1.690 1.024 1.480
```

Calculated values
- LUMO: 1.15 eV
- 2S+1: 1
- Orbital gap: 10.1 eV
- Molar mass: 86.18 Da
- E_HOMO: -8.91 eV
- Net charge: 0


Run four
A 2-piece molecular cluster, C6H14 overall, computed with ωB97M-V/def2-TZVPD.

The geometry in XYZ format:
```
20
C6H14 (ωB97M-V/def2-TZVPD)
C 2.248 -0.168 -0.503
C 1.192 0.267 0.570
C -0.229 -0.052 0.209
C -0.740 -1.414 0.434
C -0.784 -2.340 -0.721
C -2.273 -1.830 0.265
H 3.274 0.137 -0.214
H 1.976 0.306 -1.473
H 2.207 -1.240 -0.653
H 1.520 -0.223 1.551
H 1.342 1.380 0.681
H 0.628 8.183 -0.020
H -0.945 0.832 0.282
H -0.369 -1.869 1.414
H -0.950 -1.948 -1.699
H 0.428 8.730 -0.497
H -0.418 -3.319 -0.641
H -2.665 -1.178 -0.547
H -2.730 -1.383 1.276
H -2.711 -2.872 0.284
```

Calculated values
- LUMO: -0.50 eV
- 2S+1: 1
- Orbital gap: 5.2 eV
- Molar mass: 86.18 Da
- E_HOMO: -5.73 eV
- Net charge: 0


Which of them is most stable, and which least? Most stable: run two; least stable: run four.